(1)
Below is a single C19H18N4O3 molecule, with properties calculated with the ωB97M-V functional and the def2-TZVPD basis.

**HOMO level**: -8.674 eV
**Relative energy (zero: lowest compared OMol25 entry of this formula, charge and spin)**: 340.4 kJ/mol
**SMILES**: C/C(=N\OCC(=O)Nn1c(C)nc2ccccc2c1=O)c1ccccc1
**Charge**: 0
**Strongest force on any atom**: 1.04 eV/A
**E_LUMO**: 0.0153 Ha

CARTESIAN COORDINATES (ANGSTROEM)
C 2.64581 0.77948 -2.22769
C 2.63301 0.74904 -0.73131
N 2.21455 1.69187 0.01137
O 1.72769 2.84714 -0.63820
C 0.98720 3.60183 0.28827
C -0.32464 2.91590 0.67957
O -0.86736 3.07948 1.74495
N -0.82990 2.17334 -0.34986
N -1.77218 1.16017 -0.17989
C -3.06729 1.41154 0.20709
C -3.48489 2.82671 0.38531
N -3.92009 0.47243 0.39336
C -3.54921 -0.82931 0.20788
C -4.47010 -1.84991 0.47411
C -4.11746 -3.16337 0.27099
C -2.84796 -3.49920 -0.20319
C -1.92986 -2.51252 -0.47431
C -2.27077 -1.17225 -0.27061
C -1.31750 -0.11660 -0.53765
O -0.21276 -0.23673 -1.03894
C 3.09221 -0.45416 -0.02959
C 3.05985 -1.69898 -0.65419
C 3.46713 -2.83177 0.02631
C 3.91873 -2.73948 1.33194
C 3.95164 -1.50547 1.96196
C 3.53908 -0.37213 1.28922
H 2.62792 1.80956 -2.57729
H 3.52589 0.27487 -2.61804
H 1.75345 0.27041 -2.59156
H 1.55820 3.78053 1.20560
H 0.77233 4.55583 -0.20085
H -0.15483 1.90135 -1.06888
H -3.00544 3.24556 1.26952
H -4.56216 2.85773 0.50987
H -3.18669 3.42209 -0.47623
H -5.44594 -1.57529 0.84117
H -4.82954 -3.94811 0.48034
H -2.58978 -4.53624 -0.35509
H -0.93849 -2.74080 -0.83586
H 2.69013 -1.78905 -1.66337
H 3.43120 -3.79336 -0.46529
H 4.24078 -3.62626 1.85798
H 4.29993 -1.42926 2.98165
H 3.55810 0.59340 1.76937

Forces on the atoms, in the same order (eV/Å):
C -0.11 0.27 0.05
C -0.22 0.67 -0.67
N -0.28 0.24 0.93
O 0.42 -0.52 -0.80
C 0.03 0.01 0.37
C 0.20 0.06 0.20
O 0.11 -0.04 0.16
N -0.13 -0.37 -0.91
N 0.48 -0.04 0.26
C -0.32 0.23 0.04
C 0.00 0.20 0.09
N -0.45 0.39 0.21
C 0.63 -0.38 -0.25
C 0.06 -0.08 -0.01
C -0.10 0.12 0.04
C 0.20 -0.03 -0.07
C 0.03 0.02 -0.01
C -0.47 -0.14 0.16
C 0.18 0.17 -0.07
O 0.01 -0.13 0.00
C 0.18 -0.40 0.43
C -0.03 0.22 0.02
C 0.04 -0.14 0.02
C -0.01 -0.05 0.00
C 0.01 -0.02 0.06
C 0.00 0.03 -0.11
H -0.01 -0.06 -0.06
H 0.03 -0.03 -0.01
H -0.03 -0.04 -0.08
H -0.15 -0.05 -0.11
H 0.00 -0.09 0.05
H -0.27 0.10 0.26
H -0.02 0.02 -0.07
H -0.01 -0.07 -0.07
H 0.02 0.08 -0.04
H -0.11 0.05 0.03
H -0.07 -0.05 0.02
H 0.04 -0.08 -0.01
H 0.07 -0.04 -0.04
H -0.03 0.01 -0.13
H -0.01 -0.06 -0.04
H 0.03 -0.06 0.03
H 0.03 0.02 0.07
H 0.02 0.07 0.06


(2)
Below is a single CH5N3OS molecule, with properties calculated with the ωB97M-V functional and the def2-TZVPD basis.

**HOMO level**: -9.306 eV
**Relative energy (zero: lowest compared OMol25 entry of this formula, charge and spin)**: 158.2 kJ/mol
**SMILES**: [H]/N=C(/NO)NS
**Charge**: 0
**Strongest force on any atom**: 2.12 eV/A
**E_LUMO**: 0.0195 Ha

CARTESIAN COORDINATES (ANGSTROEM)
H 1.79556 -2.12872 0.30527
N 2.01762 -1.14324 0.01997
C 0.93340 -0.44017 -0.05435
N 0.94857 0.89797 -0.54150
O 0.38487 1.82921 0.33036
N -0.34622 -0.90450 0.25790
S -1.81832 -0.21452 -0.17828
H 1.94316 1.13718 -0.73283
H 0.58244 1.54138 1.22745
H -0.35576 -1.76446 0.77551
H -1.89134 0.70271 0.80582

Forces on the atoms, in the same order (eV/Å):
H 0.24 1.12 -0.53
N -1.35 0.12 0.40
C 0.15 -0.44 -0.36
N 1.68 -1.24 -0.40
O -0.38 0.36 0.17
N 0.70 0.20 0.13
S -0.02 0.02 0.07
H -0.97 -0.08 0.30
H 0.29 0.07 0.28
H -0.18 -0.10 0.05
H -0.16 -0.03 -0.11


Table of Kohn-Sham gap (Eh), in record order: 0.3341 0.3615